[1]
C44H38ClCoN5O5S | the ωB97M-V functional and the def2-TZVPD basis

```
95
Properties=species:S:1:pos:R:3:forces:R:3
Co -0.320946 -0.306701 -0.859324 1.1 0.6 0.3
O -4.841071 -2.172331 -5.611259 0.0 0.1 0.1
C -5.013412 -1.204704 -4.850170 -0.2 0.0 -0.2
O -5.903364 -0.341070 -4.778905 0.1 -0.1 0.0
C -3.898957 -1.044042 -3.785443 0.1 0.0 0.1
C -3.946098 -0.002785 -2.864632 -0.1 0.2 0.0
C -2.923665 0.121327 -1.943309 -0.1 0.5 0.4
N -1.929235 -0.751699 -1.934541 0.1 0.1 0.2
C -1.861583 -1.764031 -2.780525 0.5 -0.6 -0.1
C -2.837655 -1.942879 -3.742008 0.0 -0.1 -0.1
C -0.656788 -2.648093 -2.533242 -0.6 0.3 -0.2
C -0.469734 -3.854988 -3.174259 0.1 -0.3 -0.1
C 0.603473 -4.653192 -2.798208 -0.2 0.0 -0.2
C 1.439962 -4.234060 -1.783404 0.1 0.1 0.2
C 1.199611 -2.998524 -1.201781 0.2 0.0 -0.1
N 0.198734 -2.216945 -1.590713 -0.3 0.0 0.0
C -2.790274 1.188206 -0.880026 0.0 -0.5 -0.4
C -3.803852 2.074107 -0.589788 -0.2 0.2 0.0
C -3.625967 2.980233 0.447069 -0.2 0.0 -0.1
C -2.445592 2.971474 1.163333 0.2 -0.1 0.1
C -1.465672 2.056600 0.806450 0.0 0.0 0.0
N -1.632602 1.200106 -0.194249 -0.4 -0.1 -0.1
H -4.789031 0.674823 -2.919855 0.0 0.0 0.0
H -2.825559 -2.741993 -4.473203 -0.1 0.0 0.0
H -1.162532 -4.168856 -3.942824 0.0 0.0 0.0
H 0.770605 -5.604120 -3.287589 0.0 0.0 0.0
H 2.269785 -4.839201 -1.446193 0.0 0.0 0.0
H 1.825097 -2.600376 -0.410577 0.0 0.0 0.0
H -4.727103 2.040787 -1.151611 0.0 0.0 0.0
H -4.411714 3.683121 0.693725 0.0 0.0 0.0
H -2.278608 3.649414 1.988760 0.0 0.0 0.0
H -0.510575 2.002594 1.320374 -0.1 0.0 0.0
C 3.025521 4.592278 5.295024 0.0 0.0 0.0
C 2.692831 4.161030 3.887851 0.1 0.0 0.0
C 1.412784 4.385581 3.390084 0.0 0.0 0.0
C 1.093182 4.021854 2.090525 0.0 0.0 0.0
C 2.048935 3.440823 1.277066 -0.1 0.1 -0.1
C 3.327822 3.198063 1.769310 0.0 0.1 -0.2
N 4.325916 2.675404 0.938004 0.0 -0.1 0.1
C 4.141295 1.996032 -0.264997 0.0 0.1 -0.1
C 4.978813 2.330867 -1.334746 0.0 0.0 -0.1
C 4.877675 1.701328 -2.563110 -0.1 0.0 0.1
C 3.914438 0.717712 -2.760597 0.1 0.0 0.1
C 3.091656 0.376949 -1.700890 0.0 -0.2 0.0
C 3.186999 0.984349 -0.449663 0.2 -0.1 -0.1
C 2.359712 0.425580 0.680899 -0.1 0.4 0.2
O 2.809583 0.390138 1.813017 0.0 -0.2 -0.1
O 1.180572 0.020379 0.345385 -0.5 -0.4 0.0
C 3.656574 3.543844 3.082892 0.0 0.0 0.1
C 5.032959 3.220965 3.602073 0.0 0.0 0.0
H 2.224266 5.207375 5.703073 0.0 0.0 0.0
H 3.947806 5.174217 5.329571 0.0 0.0 0.0
H 3.157046 3.733377 5.958568 0.0 0.0 0.0
H 0.668032 4.852051 4.024433 0.0 0.0 0.0
H 0.101389 4.220009 1.700271 0.1 0.0 0.0
H 1.827582 3.193265 0.244878 0.0 0.0 0.1
H 5.251193 3.038704 1.085489 0.0 0.0 0.0
H 5.711500 3.117102 -1.188217 0.0 0.0 0.0
H 5.540106 1.990460 -3.369127 0.0 0.0 0.0
H 3.814098 0.220311 -3.717599 0.0 0.0 0.0
H 2.358332 -0.414057 -1.830923 0.1 0.1 0.0
H 5.356726 2.247801 3.228903 0.0 0.0 0.0
H 5.050643 3.181308 4.689183 0.0 0.0 0.0
H 5.777029 3.965102 3.295227 0.0 0.0 0.0
C -4.010621 -7.122736 3.555483 0.0 0.0 0.0
C -3.469557 -5.812788 3.043749 0.0 0.0 0.0
C -4.306458 -4.866476 2.467371 0.0 0.0 0.0
C -3.808504 -3.659862 1.984476 -0.1 -0.1 0.1
C -2.455685 -3.407204 2.089096 0.0 -0.1 0.1
C -1.589436 -4.342613 2.645809 0.0 0.0 0.0
C -2.102840 -5.533071 3.126922 0.0 0.0 0.0
S -1.849293 -1.864507 1.439693 -0.3 0.3 -0.5
C -1.328274 -1.112264 2.970030 0.0 0.1 0.2
O -3.056729 -1.103699 0.983013 0.3 -0.2 0.1
H -5.099569 -7.125548 3.561001 0.0 0.0 0.0
H -3.662346 -7.320793 4.570369 0.0 0.0 0.0
H -3.676009 -7.951658 2.928210 0.0 0.0 0.0
H -5.367817 -5.071988 2.388810 0.0 0.0 0.0
H -4.453432 -2.914788 1.536934 0.0 0.0 0.0
H -0.524044 -4.145091 2.706035 0.0 0.0 0.0
H -1.435895 -6.261802 3.573579 0.0 0.0 0.0
H -2.238663 -0.876857 3.522718 0.1 0.0 0.1
H -0.764510 -0.214072 2.719786 0.0 0.0 0.0
H -0.693196 -1.802059 3.524197 0.0 0.0 0.0
Cl 1.185942 0.846982 -6.371732 0.0 0.0 0.1
C 1.016898 1.464733 -4.766426 0.0 -0.1 -0.1
C 1.515027 2.707933 -4.426589 0.0 0.1 0.0
C 1.354825 3.142061 -3.122448 -0.1 0.0 0.0
C 0.712999 2.315932 -2.217263 -0.1 0.0 0.0
N 0.238742 1.115339 -2.550054 0.0 -0.2 0.1
C 0.383115 0.697104 -3.805349 0.0 -0.1 0.0
H 2.016299 3.315681 -5.168662 0.0 0.0 0.0
H 1.730193 4.105087 -2.805702 0.0 0.0 0.0
H 0.573492 2.615605 -1.185602 0.0 -0.1 -0.1
H -0.013351 -0.278989 -4.061384 0.0 0.0 0.0
```
Forces are in eV/Å.

As for the spin multiplicity: 4. The HOMO energy (alpha / beta) is -0.28535 / -0.28531 Eh. The LUMO energy (alpha / beta) comes out at -0.717 / -0.757 eV. For the energy, the calculation gives -124920.18475 eV. The calculation puts the orbital gap (alpha / beta) at 7.048 / 7.007 eV. The expectation value of S² is 3.758. For the energy above the lowest of the compared OMol25 structures with the same formula, charge and spin, the calculation gives 112.3 kJ/mol. The molar mass comes out at 843.271 g/mol.

=====

[2]
C44H38GeN4OP2RhSe2 | the ωB97M-V functional and the def2-TZVPD basis

```
93
Properties=species:S:1:pos:R:3:forces:R:3
Rh -0.930342 -1.929118 1.292196 0.2 -0.4 0.2
O -1.872724 -3.660488 2.140461 0.1 0.0 0.0
C -1.102845 -4.877854 2.225644 0.0 0.1 0.0
C 0.359735 -4.538517 2.165730 0.0 0.0 0.0
C 1.311261 -5.469937 2.545528 0.0 0.0 0.0
C 2.650189 -5.135342 2.444644 0.0 0.0 0.0
C 3.004360 -3.875555 1.975249 0.0 0.0 0.0
C 2.002413 -2.999663 1.623521 -0.1 0.0 0.0
N 0.703354 -3.327675 1.713222 0.0 0.1 -0.1
H -2.806518 -3.860270 2.000312 0.0 0.1 0.1
H -1.367529 -5.541541 1.399955 0.0 0.0 0.0
H -1.332904 -5.376330 3.166198 0.0 0.0 0.0
H 1.004040 -6.438876 2.918745 0.0 0.0 0.0
H 3.411756 -5.846216 2.737398 0.0 0.0 0.0
H 4.039898 -3.576088 1.893130 0.0 0.0 0.0
H 2.220642 -2.001650 1.263502 0.0 0.0 0.0
Se 4.057016 0.751936 -2.035668 0.0 -0.1 0.0
P 2.285378 1.995052 -1.671750 -0.1 -0.1 0.1
C 2.950818 3.437412 -0.870348 0.1 0.0 0.1
C 2.820222 4.681002 -1.494331 0.0 0.0 0.0
C 3.417214 5.792110 -0.920523 0.0 0.0 0.0
C 4.150019 5.661302 0.251156 0.0 0.0 0.0
C 4.293403 4.420351 0.862906 0.0 0.0 0.0
C 3.697885 3.302003 0.308678 0.0 0.0 0.0
C 1.436512 2.451312 -3.165184 -0.1 -0.1 0.0
C 0.141048 2.963786 -3.051381 0.0 0.0 -0.1
C -0.498769 3.444226 -4.180918 0.0 0.0 0.0
C 0.145870 3.410466 -5.412998 -0.1 0.0 0.0
C 1.432591 2.900759 -5.524437 0.0 0.0 0.0
C 2.086100 2.421799 -4.398611 0.0 0.1 0.0
C 1.188797 1.111047 -0.549170 0.1 0.2 0.0
C 0.362525 -0.000640 -0.668796 -0.2 -0.2 0.1
N 0.026316 -0.325419 0.602227 0.2 0.5 0.1
N 0.588833 0.547600 1.444640 0.0 -0.1 -0.3
N 1.289029 1.411080 0.767926 -0.1 -0.2 0.0
P -0.264116 -1.050498 -1.989650 0.1 -0.1 0.1
Se -1.632466 -2.445336 -0.995940 -0.1 0.0 -0.1
C -1.202487 -0.137575 -3.195210 0.0 0.1 0.0
C -1.093876 -0.410270 -4.557541 -0.1 0.0 0.0
C -1.976773 0.194593 -5.443125 0.0 0.0 0.0
C -2.960970 1.049338 -4.969957 0.0 0.0 0.0
C -3.070637 1.316681 -3.607289 0.0 0.0 0.0
C -2.195950 0.723484 -2.717817 0.0 0.0 -0.1
C 1.145667 -1.857164 -2.736475 0.0 0.0 -0.1
C 1.534012 -3.130171 -2.330709 0.1 0.0 0.0
C 2.664188 -3.714264 -2.892430 -0.1 0.0 0.1
C 3.393281 -3.037758 -3.859240 0.0 0.0 0.0
C 2.998106 -1.770224 -4.275344 0.0 0.0 0.0
C 1.876785 -1.174334 -3.714103 0.1 0.0 -0.1
H 2.271213 4.783992 -2.420191 0.0 0.0 0.0
H 3.320295 6.758417 -1.397033 0.0 0.0 0.0
H 4.622463 6.532323 0.686931 0.0 0.0 0.0
H 4.876643 4.326069 1.769392 0.0 0.0 0.0
H 3.808316 2.337634 0.784886 0.0 0.0 0.0
H -0.356160 2.996475 -2.087933 0.0 0.0 0.0
H -1.497965 3.852528 -4.103046 0.0 0.0 0.0
H -0.357941 3.792139 -6.292024 0.0 0.0 0.0
H 1.932312 2.888937 -6.483976 0.0 0.0 0.0
H 3.102312 2.055990 -4.475349 0.0 0.0 0.0
H -0.352750 -1.104099 -4.931111 -0.1 0.0 0.0
H -1.903439 -0.017852 -6.501650 0.0 0.0 0.0
H -3.655542 1.505005 -5.664579 0.0 0.0 0.0
H -3.847731 1.977434 -3.244930 0.0 0.0 0.0
H -2.292041 0.911986 -1.653892 0.0 0.0 0.0
H 0.954408 -3.667203 -1.590913 0.0 0.0 0.0
H 2.962231 -4.709175 -2.588281 0.0 0.0 0.0
H 4.260182 -3.505688 -4.308266 0.0 0.0 0.0
H 3.549943 -1.256314 -5.052696 0.0 0.0 0.0
H 1.540605 -0.211324 -4.077977 0.1 0.0 0.1
Ge -1.362997 -0.717807 3.391358 0.0 -0.1 0.1
C -2.812871 -1.536046 4.379716 -0.2 0.0 0.1
C -4.126765 -1.579328 3.888147 0.1 -0.1 0.1
C -5.110407 -2.243179 4.603549 0.0 0.0 0.0
C -4.796223 -2.845872 5.819223 0.1 0.0 0.0
C -3.499133 -2.791876 6.320224 0.0 0.0 0.0
C -2.506743 -2.129971 5.611562 -0.2 0.0 -0.1
C -1.882549 1.159543 3.636668 0.0 0.3 0.0
C -1.057877 1.958746 4.496533 -0.3 -0.2 -0.3
C -1.266372 3.305660 4.563021 -0.2 0.2 -0.1
C -2.377408 3.869339 3.891193 0.0 -0.2 0.0
C -3.258915 3.074074 3.115619 0.1 0.2 0.2
C -3.052522 1.728809 3.039223 0.4 -0.1 0.1
H -0.070731 -0.894295 4.208373 0.1 0.0 -0.1
H -4.383864 -1.114109 2.942771 0.0 0.0 0.0
H -6.122978 -2.285971 4.223792 0.0 0.0 0.0
H -5.569587 -3.348700 6.384822 0.0 0.0 0.0
H -3.264954 -3.259294 7.267675 0.0 0.0 0.0
H -1.503086 -2.080641 6.017327 0.0 0.0 0.0
H -0.238727 1.507383 5.040404 0.0 -0.1 0.0
H -0.610411 3.934996 5.149401 0.0 0.0 0.0
H -2.588436 4.924848 4.013136 0.0 0.0 0.0
H -4.106005 3.531006 2.621831 0.0 0.0 0.0
H -3.748149 1.106844 2.493046 0.0 -0.1 0.0
```
Forces are in eV/Å.

Its charge is +3. As for the spin multiplicity: 5. The HOMO energy (alpha / beta) is -0.56559 / -0.57450 Eh. The LUMO energy (alpha / beta) comes out at -7.623 / -11.001 eV. For the energy, the calculation gives -263020.77013 eV. The calculation puts the orbital gap (alpha / beta) at 7.767 / 4.632 eV. The expectation value of S² is 6.033. For the energy above the lowest of the compared OMol25 structures with the same formula, charge and spin, the calculation gives 15.9 kJ/mol. The molar mass comes out at 1034.199 g/mol.

=====

[3]
C44H39Br3CsIN4O2S2Sb | the ωB97M-V functional and the def2-TZVPD basis

```
97
Properties=species:S:1:pos:R:3:forces:R:3
Cs 1.214248 -0.602435 -1.517980 -0.1 -0.3 -0.3
C -2.110370 1.798569 -2.419636 0.0 0.0 0.0
C -2.762128 0.576915 -1.870322 -0.3 0.0 0.0
N -2.157411 -0.527433 -1.570168 0.2 0.1 0.0
C -3.038662 -1.487622 -1.132774 -0.1 0.1 0.0
C -4.340942 -1.093121 -1.106908 -0.1 0.0 0.0
S -4.482088 0.525867 -1.631223 0.2 0.0 0.0
C -2.557964 -2.813694 -0.735157 0.1 -0.1 0.1
C -3.284955 -3.734078 -0.046077 0.0 0.0 0.0
S -2.367233 -5.153894 0.189168 0.1 0.1 -0.1
C -1.039787 -4.422002 -0.660895 -0.3 0.0 0.2
N -1.284571 -3.216077 -1.064671 0.2 0.0 -0.3
C 0.235338 -5.159732 -0.870539 0.1 0.0 0.0
H -1.031517 1.709821 -2.312828 0.0 0.0 0.0
H -2.446235 2.696371 -1.896308 0.0 0.0 0.0
H -2.334912 1.900716 -3.481922 0.0 0.0 0.0
H -5.205055 -1.671295 -0.825421 0.0 0.0 0.0
H -4.284992 -3.640038 0.342105 0.0 0.0 0.0
H 0.043896 -6.185992 -1.185191 0.0 0.0 0.0
H 0.818831 -5.184581 0.050004 0.0 0.0 0.0
H 0.821636 -4.644889 -1.628915 0.0 0.0 0.0
C 3.990496 -3.811237 -1.976810 0.0 0.0 0.0
C 3.572332 -4.056607 -0.556547 0.0 0.0 0.1
C 4.113008 -5.133829 0.180390 0.0 0.0 0.0
C 3.690065 -5.361107 1.457318 0.0 0.0 0.0
C 2.718523 -4.515943 2.036905 -0.1 0.1 -0.1
C 2.121819 -4.710762 3.304735 0.0 -0.1 0.1
Br 2.695493 -6.146024 4.428450 0.0 0.0 0.0
C 1.106640 -3.902379 3.737268 0.0 0.0 0.0
C 0.675819 -2.829506 2.957771 0.0 0.0 0.0
Br -0.789752 -1.779863 3.562295 0.0 0.0 0.0
C 1.268303 -2.473192 1.732222 0.1 0.0 -0.1
O 0.972752 -1.461576 1.052293 -0.2 0.2 0.2
C 2.279152 -3.424078 1.249768 -0.1 -0.1 0.0
N 2.695101 -3.235298 -0.025677 0.2 0.1 0.0
H 4.406412 -4.712108 -2.429151 0.0 0.0 0.0
H 4.742148 -3.021606 -2.031952 0.0 0.0 0.0
H 3.148866 -3.462641 -2.574818 0.0 0.0 0.0
H 4.848456 -5.782257 -0.279293 0.0 0.0 0.0
H 4.078116 -6.195493 2.026745 0.0 0.0 0.0
H 0.633373 -4.088574 4.691862 0.0 0.0 0.0
O 2.164652 -1.988885 -7.202393 -0.1 -0.2 -0.1
C 1.049420 -1.831358 -6.463421 -0.2 0.1 0.0
C 0.735941 -2.654896 -5.376874 0.0 0.1 -0.2
C -0.381850 -2.354854 -4.632008 0.1 0.1 0.0
N -1.174000 -1.303459 -4.887516 -0.3 -0.1 0.1
C -0.883630 -0.587814 -5.941763 0.1 -0.1 0.0
Br -2.042362 0.894221 -6.295620 0.0 0.0 -0.1
C 0.183901 -0.796977 -6.795361 0.1 0.0 0.1
H 2.903134 -2.159933 -6.590757 0.1 0.1 0.1
H 1.383075 -3.479539 -5.112566 0.0 0.0 0.0
H -0.646590 -2.949337 -3.763332 0.0 0.0 0.0
H 0.408493 -0.137631 -7.619275 0.0 0.0 0.0
I 3.598959 -0.638974 -4.383085 0.2 0.0 0.0
C -3.345913 1.218872 1.843968 0.0 0.0 0.0
C -3.331814 2.631878 1.323775 -0.1 0.0 0.0
C -4.519798 3.339882 1.172954 0.0 0.0 0.0
C -4.522972 4.637395 0.679047 0.0 0.0 0.0
C -3.327485 5.244813 0.328724 -0.1 0.1 0.0
C -2.135426 4.548768 0.473286 0.1 0.0 0.0
C -2.124614 3.253064 0.974384 0.1 -0.2 0.0
Sb -0.357114 2.020730 0.919574 0.2 0.0 0.0
C 0.357266 1.825928 2.950331 -0.1 0.1 -0.1
C 1.486491 1.003980 2.968966 0.0 0.0 0.0
C 2.103630 0.644043 4.153475 0.0 0.0 0.0
C 1.573714 1.088601 5.354655 0.0 0.0 0.0
C 0.452753 1.897450 5.347884 0.0 0.0 0.0
C -0.169851 2.287831 4.160918 0.1 0.0 0.0
C -1.357611 3.205594 4.281741 0.0 0.0 0.0
C 0.975208 3.533673 0.136143 -0.1 -0.1 0.0
C 1.340956 3.338531 -1.197618 0.0 0.0 0.1
C 2.149503 4.242439 -1.872704 0.1 0.0 0.0
C 2.618923 5.357627 -1.200475 0.0 0.0 0.0
C 2.268533 5.561313 0.127017 0.0 0.0 0.0
C 1.447060 4.668974 0.809035 0.0 0.0 0.0
C 1.074385 4.954298 2.238429 0.0 0.0 0.0
H -4.351358 0.914414 2.133958 0.0 0.0 0.0
H -2.693066 1.104587 2.713970 0.0 0.0 0.0
H -2.988336 0.515547 1.086397 0.0 0.0 0.0
H -5.456991 2.863707 1.438196 0.0 0.0 0.0
H -5.459197 5.169427 0.564105 0.0 0.0 0.0
H -3.319625 6.254790 -0.062509 0.0 0.0 0.0
H -1.204681 5.022567 0.180539 0.0 0.0 0.0
H 1.866198 0.588497 2.042011 0.0 0.0 0.0
H 2.969206 -0.005968 4.137208 0.0 0.0 0.0
H 2.026387 0.796912 6.294304 0.0 0.0 0.0
H 0.038442 2.246028 6.288536 0.0 0.0 0.0
H -1.081020 4.108544 4.831460 0.0 0.0 0.0
H -2.165273 2.721880 4.836587 0.0 0.0 0.0
H -1.747827 3.510792 3.317571 0.0 0.0 0.0
H 0.997322 2.462975 -1.742236 0.0 0.1 0.1
H 2.419532 4.061186 -2.905048 0.0 0.0 0.0
H 3.259241 6.070189 -1.705100 0.0 0.0 0.0
H 2.635788 6.438853 0.648032 0.0 0.0 0.0
H 1.317562 5.984020 2.502300 0.0 0.0 0.0
H 1.604046 4.287343 2.920507 0.0 0.0 0.0
H 0.006436 4.800164 2.401558 0.0 0.0 0.0
```
Forces are in eV/Å.

Its charge is -1. The HOMO energy is -0.16786 Eh. The LUMO energy comes out at 1.888 eV. For the energy, the calculation gives -303306.42944 eV. The calculation puts the orbital gap at 6.456 eV. For the energy above the lowest of the compared OMol25 structures with the same formula, charge and spin, the calculation gives 0.0 kJ/mol. The molar mass comes out at 1341.237 g/mol.